[1]
Formula: C4H8N2
Source: the Open Molecules 2025 dataset
Level of theory: ωB97M-V/def2-TZVPD

Atoms and positions in Å:
H: 1.606 -0.794 1.230
N: 0.816 -1.377 1.618
C: -0.254 -1.123 1.008
N: -0.375 -0.232 -0.117
C: -1.730 0.223 -0.494
C: 0.550 0.790 -0.369
C: 1.839 0.497 -0.647
H: -1.214 -1.569 1.333
H: -2.327 -0.834 -0.590
H: -2.172 0.977 0.343
H: -1.745 0.872 -1.627
H: 0.187 1.835 -0.267
H: 2.677 1.278 -0.684
H: 2.141 -0.542 -0.738

Energy relative to the best compared isomer or geometry (same formula, charge and spin) ... 241.8 kJ/mol
Maximum force ... 0.082 hartree/bohr
Frontier orbital gap ... 9.67 eV
SMILES string ... [H]/N=C\N(C)C=C
Molar mass ... 84.1 g mol⁻¹

Atomic partial charges in e from the natural (NBO) method, atoms 1 to 4:
1 H 0.35
2 N -0.66
3 C 0.28
4 N -0.51

---

[2]
Formula: C4H8N2
Source: the Open Molecules 2025 dataset
Level of theory: ωB97M-V/def2-TZVPD

Atoms and positions in Å:
C: 1.450 -0.944 0.550
N: 0.656 0.073 0.809
C: -0.572 0.365 0.325
C: -1.249 -0.606 -0.584
C: -1.177 1.539 0.819
N: -1.666 2.514 1.231
H: 1.113 -1.735 -0.104
H: 2.425 -0.961 1.015
H: 1.526 0.547 -1.771
H: 1.029 0.774 1.445
H: 0.943 1.012 -1.721
H: -2.132 -0.145 -1.034
H: -0.580 -0.919 -1.400
H: -1.569 -1.515 -0.052

Energy relative to the best compared isomer or geometry (same formula, charge and spin) ... 272.1 kJ/mol
Maximum force ... 0.021 hartree/bohr
Frontier orbital gap ... 8.10 eV
Molar mass ... 84.1 g mol⁻¹

Atomic partial charges in e from the natural (NBO) method, atoms 1 to 4:
1 C -0.29
2 N -0.35
3 C -0.09
4 C -0.64

---

[3]
Formula: C4H8N2
Source: the Open Molecules 2025 dataset
Level of theory: ωB97M-V/def2-TZVPD

Atoms and positions in Å:
C: -1.665 0.634 -0.223
C: -0.341 0.833 0.378
N: 0.756 0.960 -0.602
N: 1.792 0.754 0.453
C: 0.613 -0.298 0.262
C: 0.792 -1.655 -0.321
H: -1.436 -0.111 -0.900
H: -1.951 1.359 -0.923
H: -2.402 0.432 0.541
H: -0.242 1.410 1.293
H: 1.702 1.362 1.283
H: -0.117 -2.170 -0.325
H: 1.432 -2.181 0.374
H: 1.066 -1.329 -1.288

Energy relative to the best compared isomer or geometry (same formula, charge and spin) ... 411.5 kJ/mol
Maximum force ... 0.107 hartree/bohr
Frontier orbital gap ... 10.63 eV
SMILES string ... C[C@@H]1N2N[C@@]12C
Molar mass ... 84.1 g mol⁻¹

Atomic partial charges in e from the natural (NBO) method, atoms 1 to 4:
1 C -0.64
2 C -0.08
3 N -0.24
4 N -0.48

---

[4]
Formula: C4H8N2
Source: the Open Molecules 2025 dataset
Level of theory: ωB97M-V/def2-TZVPD

Atoms and positions in Å:
C: -1.846 0.305 0.929
C: -0.575 -0.329 0.385
N: 0.061 0.506 -0.621
C: 1.257 -0.050 -1.192
C: 2.374 -0.367 -0.256
N: 3.225 -0.663 0.470
H: -2.461 0.687 0.108
H: -1.635 1.128 1.621
H: -2.427 -0.445 1.474
H: 0.097 -0.594 1.222
H: -0.833 -1.270 -0.119
H: 0.128 1.485 -0.377
H: 1.644 0.609 -1.976
H: 0.992 -1.002 -1.670

Energy relative to the best compared isomer or geometry (same formula, charge and spin) ... 53.6 kJ/mol
Maximum force ... 0.021 hartree/bohr
Frontier orbital gap ... 10.49 eV
SMILES string ... CCNCC#N
Molar mass ... 84.1 g mol⁻¹

Atomic partial charges in e from the natural (NBO) method, atoms 1 to 4:
1 C -0.61
2 C -0.22
3 N -0.61
4 C -0.32

---

[5]
Formula: C4H8N2
Source: the Open Molecules 2025 dataset
Level of theory: ωB97M-V/def2-TZVPD

Atoms and positions in Å:
C: 1.088 -0.345 -1.687
N: 0.222 -0.211 -0.630
C: 0.440 -0.864 0.665
C: -0.516 -0.091 1.613
C: -1.079 0.920 0.638
N: -0.568 0.913 -0.573
H: 0.990 -1.255 -2.165
H: 0.985 0.521 -2.406
H: 2.210 -0.440 -1.426
H: 1.535 -0.826 0.901
H: 0.218 -1.939 0.670
H: 0.096 0.444 2.409
H: -1.207 -0.678 2.202
H: -2.005 1.532 0.864

Energy relative to the best compared isomer or geometry (same formula, charge and spin) ... 195.6 kJ/mol
Maximum force ... 0.079 hartree/bohr
Frontier orbital gap ... 8.62 eV
SMILES string ... CN1CCC=N1
Molar mass ... 84.1 g mol⁻¹

Atomic partial charges in e from the natural (NBO) method, atoms 1 to 4:
1 C -0.39
2 N -0.29
3 C -0.23
4 C -0.48

---

[6]
Formula: C4H8N2
Source: the Open Molecules 2025 dataset
Level of theory: ωB97M-V/def2-TZVPD

Atoms and positions in Å:
H: -2.234 -1.338 -0.616
N: -2.370 -0.310 -0.620
N: -1.972 0.179 0.458
H: -2.242 1.205 0.521
C: 0.455 0.186 1.052
C: 0.314 1.011 0.004
C: 1.098 0.152 -0.928
C: 1.279 -0.821 0.254
H: -0.051 0.082 2.032
H: -0.237 1.972 -0.054
H: 2.081 0.720 -1.141
H: 0.702 -0.253 -1.778
H: 2.234 -0.896 0.755
H: 0.941 -1.888 0.061

Energy relative to the best compared isomer or geometry (same formula, charge and spin) ... 425.4 kJ/mol
Maximum force ... 0.094 hartree/bohr
Frontier orbital gap ... 9.53 eV
SMILES string ... [H]/N=N/[H].C1=CCC1
Molar mass ... 84.1 g mol⁻¹

Atomic partial charges in e from the natural (NBO) method, atoms 1 to 4:
1 H 0.30
2 N -0.35
3 N -0.31
4 H 0.31

---

| no. | HOMO (eV) |
| --- | --- |
| 1 | -8.760 |
| 2 | -7.568 |
| 3 | -9.571 |
| 4 | -9.575 |
| 5 | -7.579 |
| 6 | -8.541 |